1.
DFT (wB97M-V/def2-TZVPD) results for a molecular structure, C34H51GeNO3P2PdSSi3.

Structure (XYZ):
```
97
Properties=species:S:1:pos:R:3:forces:R:3
C 3.85192 -2.50905 -0.65796 -0.03 0.32 0.50
H 1.80608 4.97070 -1.20991 -0.03 0.14 -0.13
H -3.67790 2.49295 1.75945 0.01 0.14 -0.03
C -4.09248 0.90063 -1.11432 0.40 0.17 0.21
H 1.69686 3.13918 4.67883 -0.15 -0.03 0.10
H 3.85588 2.49916 1.03919 -0.01 0.16 -0.02
H -1.35801 6.01265 -1.18729 0.25 0.16 0.16
H 0.67999 -3.99196 2.55818 0.09 -0.05 0.04
H -1.30881 -1.19424 2.72144 -0.03 0.07 0.07
Si -0.13757 4.38329 0.26524 1.12 0.78 -0.28
C 1.64537 0.27201 -2.05762 0.40 -0.11 -0.03
H 3.58455 -4.46701 0.22694 -0.08 -0.09 0.08
H -4.42092 0.97655 2.26108 0.03 -0.16 -0.04
H -4.63638 1.47505 -0.37422 -0.05 0.05 0.14
H 2.55383 -0.79261 3.46047 0.44 0.17 -0.15
H -0.36316 -5.48451 4.22704 0.07 -0.05 0.14
C 1.68603 -0.16714 3.26724 -0.77 0.93 -0.38
H 3.35417 2.58995 4.67404 0.25 -0.48 -0.03
Si -2.10076 1.16067 3.17069 0.61 -0.09 0.59
O -2.30484 -0.23562 0.48699 -0.13 -0.45 0.06
H -3.02173 -3.83376 0.40743 -0.10 -0.08 -0.01
C -2.27776 -5.48775 3.26609 0.04 0.10 -0.07
C 0.99104 -0.15395 -4.33004 0.05 -0.02 0.13
C 5.93857 -2.18444 -1.80978 0.06 0.07 0.04
H 1.09428 -0.64932 2.47567 0.23 0.05 0.22
C -1.95567 -3.38469 -3.68565 -0.03 0.06 -0.05
H -4.50802 -0.09535 -1.19442 0.04 -0.24 -0.04
H -4.06607 -5.31342 2.08727 -0.07 -0.03 0.03
H -1.56919 -1.71282 -2.38892 0.00 -0.20 -0.09
Ge -0.21180 1.71185 1.12140 -1.88 0.22 0.07
H 4.47273 -0.64894 -1.53902 0.02 0.11 -0.10
H -2.46153 4.79849 -0.55790 -0.08 0.02 0.09
C 6.26758 -3.51161 -1.57407 0.00 -0.01 0.03
H -4.31736 2.32055 3.38620 0.11 0.06 0.25
C -1.10159 -3.85687 1.36898 -0.11 0.76 -0.22
H -0.26431 1.95346 4.74965 0.07 -0.17 -0.03
C -1.89110 -4.75991 -3.83597 -0.02 0.05 -0.01
C -0.94449 -5.11870 3.39727 -0.01 -0.01 0.04
C -1.52750 -2.79233 -2.50911 -0.14 0.08 0.19
Pd -0.00725 -0.47456 -0.13934 0.30 -0.38 0.65
H 1.64027 -4.08729 -0.10344 -0.20 0.11 -0.13
H -1.39190 -0.88269 4.46875 0.12 0.11 0.10
P -0.41282 -2.83349 0.05423 1.05 -1.39 -0.61
H 1.99041 0.96927 -1.29081 -0.15 -0.09 -0.14
P 2.24907 -1.77568 -0.17445 -0.32 0.16 -0.89
C 5.40646 -4.32633 -0.85613 0.10 -0.02 0.03
C 2.54125 2.92151 4.03351 -1.01 -0.09 -0.94
H 1.85182 3.25018 -0.86043 -0.08 -0.01 -0.07
C -1.27877 2.26295 4.51189 -0.42 -0.46 -0.77
H 4.44845 1.03375 1.78013 0.01 -0.22 0.45
H -2.84924 -1.19701 3.54940 -0.18 0.01 -0.05
C 3.55752 1.51222 1.38047 -1.23 0.54 -0.01
H 1.09116 -0.15478 4.17488 -0.13 0.12 0.14
S -2.40112 0.75136 -0.59198 -1.18 -0.03 -0.58
H -1.26322 3.31470 4.23897 -0.05 0.14 -0.09
H -2.22075 -5.21580 -4.75624 -0.05 -0.06 -0.09
C 1.29941 0.74300 -3.31645 -0.05 0.04 0.07
C -0.99076 -4.97981 -1.62014 -0.01 0.07 0.04
Si 2.19182 1.59412 2.71365 2.45 -1.16 0.94
H 7.20660 -3.90588 -1.93138 0.05 -0.04 -0.06
H 2.37423 4.42243 0.35090 0.04 0.00 0.20
O -2.00893 2.07518 -0.01397 0.86 0.73 0.64
H 1.45117 -3.06835 -2.67151 -0.06 -0.07 -0.01
C 4.73924 -1.67894 -1.34549 -0.18 -0.07 -0.01
H 0.26859 6.20731 1.89073 0.13 0.21 -0.20
H 3.23567 0.92802 0.51919 0.02 -0.04 0.04
C 4.21367 -3.82133 -0.36662 -0.13 0.04 -0.05
O -1.55193 0.43596 -1.71960 -0.25 0.03 -0.31
H 2.86024 3.85472 3.57735 0.05 0.08 -0.16
H -2.34106 -2.77376 -4.48739 -0.04 0.07 -0.08
C -2.45090 -4.19917 1.25140 0.01 0.03 -0.07
C -3.03076 -5.02655 2.19347 -0.07 0.05 -0.01
C 1.04583 -1.52234 -4.09496 0.01 -0.08 0.01
H -0.63112 -5.59756 -0.80925 0.00 -0.12 0.05
H 1.28344 1.80388 -3.51686 0.02 0.09 0.00
H -1.16369 5.33011 2.37182 -0.19 -0.01 0.05
H 0.84316 -2.21938 -4.89313 -0.07 -0.04 -0.10
C -1.46536 4.95169 -0.96495 0.33 -0.74 0.59
C 1.64404 4.22887 -0.43092 -0.82 0.11 0.17
C -0.35510 -4.28912 2.46203 0.14 0.11 -0.09
C -3.79200 1.80073 2.58903 0.74 -0.35 -0.02
C -1.87965 -0.70487 3.51360 -0.15 0.69 -0.31
H 5.67204 -5.35509 -0.66405 0.01 -0.06 0.04
C -0.15638 5.21093 1.98566 -0.31 -0.70 -0.67
C 1.37351 -2.00372 -2.84165 0.28 0.16 -0.26
H -1.37320 -6.62722 -2.92560 0.01 -0.11 0.00
H 6.62115 -1.54449 -2.34904 0.02 0.03 -0.04
H -4.11140 1.40262 -2.07293 0.06 0.10 -0.16
H -2.73404 -6.12693 4.00516 -0.03 -0.11 0.07
H -1.86149 2.17807 5.42582 -0.18 -0.05 0.19
H 0.72965 0.21104 -5.31044 -0.02 0.06 -0.12
H 0.43490 4.67118 2.72141 0.11 -0.08 0.03
C -1.04208 -3.59292 -1.47895 -0.24 0.61 0.34
C 1.68047 -1.11290 -1.80975 0.31 -0.13 0.20
H -1.40444 4.40988 -1.90614 0.11 -0.10 -0.04
C -1.41307 -5.55603 -2.80544 0.12 -0.07 0.10
N 1.26747 -3.15123 0.03188 -0.21 -0.01 0.51
```
Forces are in eV/Å.

Summary:
* expectation value of S²: 1.22
* multiplicity: 2
* total energy: -156734.4902 eV
* charge: +3

---

2.
DFT (wB97M-V/def2-TZVPD) results for C19H22ClFNO6P in the gas phase.

Structure (XYZ):
```
51
Properties=species:S:1:pos:R:3:forces:R:3
C -3.89323 0.40569 -1.71533 -0.03 0.18 0.01
C 1.87779 -1.12539 -0.92869 -0.19 0.00 -0.02
O 0.28043 4.30105 3.94908 0.17 0.08 -0.01
H 3.39651 -0.34699 1.84439 0.01 0.03 0.02
C -0.18587 0.05795 -1.36900 0.12 0.18 0.02
Cl -2.64457 -4.91253 -2.20803 0.01 0.03 -0.05
C 0.31342 -2.11031 -2.59513 0.08 -0.31 0.68
C 3.57371 -0.37210 0.76096 -0.09 0.07 -0.02
O -0.50851 1.89204 4.39861 -0.15 0.01 0.27
O -1.33984 2.78370 -0.76254 -0.10 0.10 -0.07
F -4.16293 2.01498 1.60346 0.31 -0.06 0.16
H -1.61432 -0.39740 -2.94046 0.08 -0.10 0.06
P 0.80533 2.74904 3.90943 0.07 0.14 -0.08
C -1.97891 2.90831 1.99267 -0.35 -0.06 -0.31
H -2.41582 3.66576 1.34258 0.04 0.05 0.03
C 0.66674 -1.01708 -1.61238 0.16 -0.06 -0.32
C 1.39670 0.84200 0.31083 -0.07 0.09 -0.01
C 1.69209 1.84231 1.37361 -0.23 0.15 -0.21
H -1.39766 -3.75071 -3.82966 0.02 0.00 -0.05
H 2.52907 -1.96347 -1.13381 0.02 0.00 -0.02
H -0.46360 1.76149 5.35218 -0.07 -0.13 0.02
H 5.64892 -2.85235 0.95505 0.01 -0.01 0.09
H -1.40390 -2.64833 -1.41684 -0.03 0.00 -0.06
H 4.22589 0.47776 0.53695 0.10 -0.06 -0.05
O 4.16408 -1.59675 0.40037 0.05 -0.06 0.16
C -0.64184 2.47961 1.45860 0.05 -0.18 0.32
H -0.21150 -1.71340 -3.46025 0.16 -0.04 -0.15
H 5.32740 -1.53017 2.11724 0.07 -0.04 0.07
O 2.80777 2.23910 1.62060 0.18 -0.10 0.24
H -1.59396 1.26295 -2.41280 0.05 0.02 -0.01
C 0.20266 0.98030 -0.39455 -0.04 -0.07 0.08
C -1.13658 -4.18656 -2.87033 -0.02 -0.25 0.43
H -0.46383 -5.03018 -2.99597 0.09 0.09 -0.26
H -0.25085 4.58582 3.19885 -0.04 0.03 0.00
C -2.90286 1.70005 1.99577 0.34 -0.61 0.25
H -4.19415 -0.27453 -2.52175 -0.01 0.00 -0.02
H 1.24317 -2.59443 -2.89519 -0.03 0.08 -0.35
C -0.57060 -3.16167 -1.90183 -0.30 0.33 -0.09
N -2.61622 0.03678 -1.09730 -0.05 -0.12 -0.58
C 2.26578 -0.20784 0.03041 0.20 -0.07 0.00
H -2.67263 -0.96426 -0.93634 0.10 0.06 0.43
C -0.66237 2.13165 -0.00509 0.11 -0.13 0.08
H -3.81813 1.40629 -2.14365 0.06 0.03 0.07
H -0.02166 -3.64862 -1.09490 0.04 -0.04 -0.03
H -1.93970 3.26513 3.01928 0.01 -0.01 0.02
H 6.18600 -1.20993 0.57750 0.06 0.10 0.14
C 0.50666 2.35306 2.13100 -0.02 0.05 -0.22
C -1.51264 0.23985 -2.05480 -0.35 0.04 0.01
O -2.61140 0.59653 2.31991 -0.43 0.69 -0.31
C 5.40134 -1.79862 1.06153 -0.16 -0.01 -0.41
H -4.68141 0.43441 -0.96425 0.01 -0.11 0.04
```
Forces are in eV/Å.

Summary:
* SMILES: CNCc1c(CCCCl)cc(COC)c2c1C(=O)C(CC(=O)F)=C(P(O)O)C2=O
* total energy: -58364.4186 eV